1.
A structure of composition C30H18BBrF9N4OPRu. Source: the OMol25 dataset; level of theory: the ωB97M-V functional and the def2-TZVPD basis.

Geometry (Å):
1 Ru 0.27556 -0.06907 0.62947
2 F -3.75068 5.56532 1.78179
3 C -2.74279 4.82429 1.36986
4 C -1.85789 5.30825 0.42431
5 F -2.01691 6.52258 -0.06647
6 C -0.79783 4.51714 -0.00167
7 F 0.03030 5.05801 -0.89061
8 C -0.59987 3.22977 0.47872
9 P 0.82448 2.15116 0.04011
10 C 2.14642 2.81204 1.08453
11 C 2.62529 2.07014 2.16135
12 C 3.59296 2.60474 3.00199
13 C 4.08438 3.87796 2.76928
14 C 3.61409 4.62258 1.69266
15 C 2.65003 4.09590 0.85260
16 C 1.28056 2.50875 -1.66487
17 C 0.32726 2.66702 -2.66702
18 C 0.72360 2.78393 -3.98769
19 C 2.07182 2.73529 -4.31771
20 C 3.02517 2.58466 -3.32246
21 C 2.63391 2.47164 -1.99657
22 C -1.50956 2.77953 1.43080
23 Br -1.33636 1.05254 2.21005
24 C -2.56102 3.54698 1.88206
25 F -3.40650 3.08641 2.79360
26 H 2.27869 1.06167 2.34646
27 H 3.96659 2.01806 3.83017
28 H 4.84169 4.29189 3.42151
29 H 4.00402 5.61397 1.50549
30 H 2.30416 4.67654 0.00814
31 H -0.72924 2.70714 -2.43032
32 H -0.02043 2.91157 -4.76226
33 H 2.37858 2.81886 -5.35156
34 H 4.07719 2.55516 -3.57409
35 H 3.38698 2.35136 -1.22690
36 B -0.48779 -2.84937 -1.10313
37 N -1.33524 -1.52210 -1.26768
38 C -2.35199 -1.42649 -2.11863
39 C -2.80316 -0.10840 -2.16832
40 C -1.98642 0.56372 -1.28861
41 N -1.09557 -0.29133 -0.75547
42 N -0.07102 -3.00892 0.39590
43 C 0.28899 -4.13187 1.01285
44 C 0.55073 -3.85122 2.34967
45 C 0.32137 -2.49352 2.46655
46 N -0.06484 -1.99574 1.27725
47 H 0.48319 -2.82352 -1.81090
48 H -1.25118 -3.73011 -1.38455
49 H -2.69809 -2.30508 -2.63512
50 H -3.61508 0.28738 -2.75104
51 H -2.01074 1.59650 -0.98332
52 H 0.31497 -5.06341 0.47265
53 H 0.84919 -4.54109 3.11828
54 H 0.40080 -1.85012 3.32859
55 F 5.67062 -1.31846 -3.80295
56 C 4.79252 -1.11481 -2.82877
57 C 5.20358 -1.12998 -1.50374
58 F 6.47799 -1.35476 -1.20740
59 C 4.28636 -0.91070 -0.49430
60 F 4.68683 -0.91820 0.77785
61 C 2.94174 -0.67783 -0.77997
62 O 2.09616 -0.47676 0.23420
63 C 2.54935 -0.66205 -2.11224
64 F 1.27508 -0.40209 -2.42240
65 C 3.46286 -0.87970 -3.12782
66 F 3.06096 -0.83825 -4.39480

Properties
**Multiplicity**: 2
**HOMO energy (alpha / beta)**: -11.3 / -11.2 eV
**Charge**: +1
**Energy above the lowest of the compared OMol25 structures with the same formula, charge and spin**: 123.9 kJ/mol
**Total energy**: -146449.923 eV
**HOMO-LUMO gap (alpha / beta)**: 7.11 / 6.12 eV

2.
A structure of composition C30H18Cl4N7O2ReS2 in a non-equilibrium geometry. Source: the OMol25 dataset; level of theory: the ωB97M-V functional and the def2-TZVPD basis.

Geometry (Å):
1 Re -0.63869 -0.10683 -0.35130
2 C -5.42737 2.83222 2.88510
3 C -4.19819 1.98371 2.67363
4 C -4.21855 0.60600 2.89380
5 C -3.11630 -0.17755 2.61253
6 C -1.95023 0.38547 2.10068
7 N -0.87086 -0.41142 1.66522
8 C -0.22280 -1.25768 2.54828
9 C -0.48760 -1.20076 3.92925
10 C 0.01842 -2.11830 4.82457
11 C 0.84308 -3.15110 4.39368
12 C 1.31359 -4.24481 5.32460
13 C 1.22008 -3.13374 3.06721
14 C 0.75434 -2.18630 2.15986
15 N 1.34170 -2.20272 0.84559
16 C 2.38043 -2.95605 0.43471
17 C 2.68057 -2.63752 -0.86554
18 C 1.76436 -1.65653 -1.21516
19 N 0.96851 -1.39300 -0.17297
20 C -1.92132 1.76644 1.91632
21 C -3.03077 2.55013 2.19230
22 N -0.74834 2.41166 1.38588
23 C -0.34319 3.67975 1.59459
24 C 0.78799 3.89443 0.84150
25 C 1.01359 2.67954 0.18240
26 N 0.08864 1.79292 0.52663
27 H -6.17116 2.30133 3.48166
28 H -5.18526 3.76998 3.39216
29 H -5.88578 3.08500 1.92492
30 H -5.12828 0.13670 3.25538
31 H -3.14319 -1.25333 2.75106
32 H -1.13293 -0.40944 4.28607
33 H -0.24798 -2.03800 5.87424
34 H 0.55627 -4.46036 6.08070
35 H 1.50315 -5.16635 4.77128
36 H 2.23562 -3.96926 5.84582
37 H 1.89456 -3.91108 2.73119
38 H 2.85222 -3.67264 1.08074
39 H 3.43194 -3.08567 -1.49230
40 H 1.60996 -1.13425 -2.14743
41 H -3.00009 3.61663 1.99018
42 H -0.87544 4.33232 2.26694
43 H 1.36860 4.79984 0.77610
44 H 1.78939 2.40098 -0.51628
45 S -2.17013 -1.80276 -0.99171
46 C -1.39349 -3.26206 -0.37351
47 C -1.84823 -3.69554 0.91867
48 N -2.22483 -3.99446 1.97297
49 C -0.44335 -3.98181 -1.06915
50 S 0.20870 -3.64604 -2.59614
51 C 0.10197 -5.16079 -0.39628
52 N 0.54134 -6.09414 0.11849
53 Cl -2.02813 2.60455 -6.50096
54 C -2.09576 2.19941 -4.81857
55 C -3.16907 2.60704 -4.04064
56 Cl -4.45135 3.54325 -4.73311
57 C -3.20951 2.25916 -2.68340
58 Cl -4.50406 2.77399 -1.65058
59 C -2.20340 1.50043 -2.11994
60 O -2.17388 1.15712 -0.82320
61 C -1.11416 1.10180 -2.89956
62 O -0.15448 0.41465 -2.26157
63 C -1.05765 1.45719 -4.23368
64 Cl 0.32474 0.95497 -5.14364

Properties
**Multiplicity**: 4
**HOMO energy (alpha / beta)**: -4.2 / -4.2 eV
**Charge**: -1
**Energy above the lowest of the compared OMol25 structures with the same formula, charge and spin**: 79.6 kJ/mol
**Total energy**: -119821.196 eV
**HOMO-LUMO gap (alpha / beta)**: 6.43 / 5.91 eV

Q: multiplicity of number 2 (C30H18Cl4N7O2ReS2)?
A: 4

Q: The lowest multiplicity belongs to which entry?
A: C30H18BBrF9N4OPRu

Q: The highest energy above the lowest of the compared OMol25 structures with the same formula, charge and spin belongs to which entry?
A: C30H18BBrF9N4OPRu